{
  "formula": "C6H23NO6",
  "method": "the ωB97M-V functional and the def2-TZVPD basis",
  "energy_ha": -748.5538,
  "multiplicity": 1,
  "lumo_ha": 0.01482,
  "orbital_gap_ev": 10.17,
  "smiles": "CC(C)CNCC=O.O.O.O.O.O",
  "species": ["C", "C", "C", "C", "N", "C", "C", "O", "H", "H", "H", "H", "H", "H", "H", "H", "H", "H", "H", "H", "H", "O", "H", "H", "O", "H", "H", "O", "H", "H", "O", "H", "H", "O", "H", "H"],
  "positions_angstrom": [[1.14, 1.70, 1.85], [0.12, 1.71, 0.68], [0.82, 2.50, -0.49], [-0.17, 0.34, 0.09], [-1.19, -0.32, 0.94], [-1.67, -1.64, 0.51], [-1.71, -2.06, -0.94], [-1.13, -1.54, -1.87], [1.97, 2.33, 1.57], [0.75, 2.04, 2.80], [1.49, 0.67, 1.95], [-0.78, 2.31, 0.77], [1.72, 2.01, -0.87], [1.02, 3.52, -0.14], [0.11, 2.57, -1.32], [-0.52, 0.36, -0.91], [0.77, -0.22, 0.05], [-0.86, -0.36, 1.88], [-2.73, -1.75, 0.76], [-1.05, -2.45, 0.90], [-2.13, -3.05, -1.20], [2.73, -1.59, 2.51], [3.33, -0.90, 2.80], [2.84, -1.69, 1.56], [-4.22, 0.44, 0.38], [-3.83, 1.15, -0.13], [-3.47, -0.13, 0.60], [3.01, -2.54, -0.53], [2.62, -2.01, -1.25], [3.97, -2.51, -0.51], [-2.41, 1.75, -1.71], [-2.73, 1.34, -2.50], [-2.10, 1.15, -1.02], [1.77, -1.20, -2.50], [1.61, -0.27, -2.30], [0.92, -1.65, -2.40]],
  "lowdin_charge": [-0.05, -0.37, -0.08, -0.24, -0.03, -0.17, -0.20, 0.01, 0.07, 0.07, 0.05, 0.13, 0.08, 0.08, 0.06, 0.06, 0.12, 0.12, 0.11, 0.14, 0.13, -0.07, 0.03, -0.01, -0.05, 0.00, -0.02, -0.08, -0.02, 0.04, -0.03, 0.05, -0.01, -0.03, 0.05, 0.03]
}

---

{
  "formula": "C43H44IMnN7O3S3",
  "method": "the ωB97M-V functional and the def2-TZVPD basis",
  "energy_ha": -4917.3379,
  "multiplicity": 6,
  "lumo_ha": [-0.01408, -0.01780],
  "orbital_gap_ev": [5.97, 6.81],
  "species": ["Mn", "O", "C", "C", "C", "C", "C", "C", "C", "O", "N", "N", "C", "C", "C", "C", "C", "C", "N", "H", "H", "H", "H", "H", "H", "H", "H", "H", "H", "S", "C", "N", "C", "C", "N", "C", "C", "C", "C", "C", "C", "C", "C", "S", "C", "C", "C", "C", "C", "C", "C", "H", "H", "H", "H", "H", "H", "H", "H", "H", "H", "H", "H", "H", "H", "H", "H", "H", "H", "I", "C", "H", "H", "C", "C", "C", "N", "C", "S", "N", "C", "O", "C", "C", "C", "C", "C", "C", "H", "H", "H", "H", "H", "H", "H", "H", "H", "H", "H", "H", "H", "H"],
  "positions_angstrom": [[0.11, -1.04, 0.27], [5.31, -1.20, -0.16], [4.97, 0.09, 0.07], [5.95, 0.91, 0.64], [5.71, 2.24, 0.87], [4.47, 2.79, 0.56], [3.49, 1.97, 0.03], [3.71, 0.62, -0.21], [2.54, -0.19, -0.77], [1.36, 0.23, -0.11], [2.77, -1.62, -0.55], [1.72, -2.19, -0.11], [1.58, -3.48, 0.16], [0.30, -3.86, 0.67], [-0.05, -5.19, 0.98], [-1.30, -5.46, 1.47], [-2.22, -4.43, 1.66], [-1.83, -3.15, 1.34], [-0.62, -2.88, 0.86], [4.51, -1.67, -0.47], [6.91, 0.46, 0.87], [6.49, 2.86, 1.30], [4.28, 3.85, 0.70], [2.51, 2.38, -0.20], [2.38, -4.19, -0.02], [0.68, -5.98, 0.83], [-1.57, -6.49, 1.71], [-3.21, -4.62, 2.05], [-2.49, -2.30, 1.45], [-1.81, 0.29, 0.14], [-2.55, 0.04, -1.42], [-3.58, 0.87, -1.76], [-4.12, 0.82, -3.10], [-4.23, -0.61, -3.54], [-2.93, -1.25, -3.40], [-2.56, -2.16, -4.48], [-2.19, -1.40, -5.74], [-1.13, -0.50, -5.71], [-0.78, 0.21, -6.84], [-1.50, 0.04, -8.02], [-2.56, -0.85, -8.06], [-2.90, -1.57, -6.92], [-2.14, -0.98, -2.33], [-0.67, -1.83, -2.12], [-4.15, 1.89, -0.89], [-5.54, 1.50, -0.43], [-5.72, 0.33, 0.30], [-6.99, -0.05, 0.72], [-8.09, 0.74, 0.41], [-7.92, 1.91, -0.32], [-6.64, 2.28, -0.74], [-3.48, 1.38, -3.79], [-5.11, 1.29, -3.09], [-4.53, -0.67, -4.58], [-4.98, -1.14, -2.93], [-3.40, -2.83, -4.68], [-1.73, -2.77, -4.14], [-0.57, -0.37, -4.79], [0.05, 0.90, -6.81], [-1.23, 0.60, -8.91], [-3.12, -0.99, -8.98], [-3.73, -2.27, -6.95], [-4.19, 2.83, -1.43], [-3.49, 2.04, -0.04], [-4.86, -0.28, 0.55], [-7.12, -0.95, 1.29], [-9.08, 0.45, 0.73], [-8.77, 2.53, -0.57], [-6.51, 3.20, -1.31], [4.13, 0.26, -3.43], [2.34, 0.07, -2.28], [1.80, -0.75, -2.73], [1.78, 1.00, -2.41], [3.24, -1.10, 5.46], [4.06, -1.11, 4.18], [3.20, -0.98, 2.93], [2.63, 0.36, 2.81], [1.35, 0.65, 2.75], [0.11, -0.52, 2.84], [0.97, 1.96, 2.61], [1.67, 3.16, 2.80], [1.36, 4.13, 2.15], [2.69, 3.22, 3.88], [3.76, 4.09, 3.74], [4.71, 4.20, 4.74], [4.57, 3.45, 5.91], [3.47, 2.61, 6.07], [2.53, 2.49, 5.06], [3.87, -1.25, 6.34], [2.48, -1.89, 5.45], [2.71, -0.15, 5.59], [4.61, -2.05, 4.10], [4.81, -0.32, 4.19], [2.38, -1.69, 2.94], [3.79, -1.16, 2.04], [3.30, 1.09, 2.58], [0.07, 2.08, 2.16], [3.83, 4.69, 2.84], [5.55, 4.86, 4.63], [5.30, 3.53, 6.69], [3.35, 2.05, 6.99], [1.67, 1.85, 5.19]],
  "mulliken_spin": [4.00, 0.00, 0.00, 0.00, 0.00, 0.00, 0.00, 0.00, 0.04, -0.03, 0.00, -0.06, -0.01, 0.04, 0.00, 0.01, 0.00, 0.01, -0.07, 0.00, 0.00, 0.00, 0.00, 0.00, 0.00, 0.00, 0.00, 0.00, 0.00, 0.03, 0.27, 0.18, 0.01, 0.01, 0.12, -0.01, 0.00, 0.01, 0.00, 0.00, 0.00, 0.00, 0.18, 0.25, -0.04, 0.02, -0.01, 0.00, 0.00, 0.00, 0.00, 0.00, 0.00, 0.00, 0.00, 0.00, 0.00, 0.00, 0.00, 0.00, 0.00, 0.00, 0.00, 0.00, 0.01, 0.00, 0.00, 0.00, 0.00, 0.00, -0.03, 0.00, 0.00, 0.00, 0.00, 0.00, 0.02, -0.02, 0.07, 0.01, 0.00, 0.00, 0.00, 0.00, 0.00, 0.00, 0.00, 0.00, 0.00, 0.00, 0.00, 0.00, 0.00, 0.00, 0.00, 0.00, 0.00, 0.00, 0.00, 0.00, 0.00, 0.00]
}

---

{
  "formula": "C2H2F5N",
  "method": "the ωB97M-V functional and the def2-TZVPD basis",
  "energy_ha": -631.4798,
  "multiplicity": 1,
  "lumo_ha": 0.03224,
  "orbital_gap_ev": 12.31,
  "smiles": "FC(F)(F)F.[H]/N=C\\F",
  "species": ["F", "C", "F", "F", "F", "H", "N", "C", "F", "H"],
  "positions_angstrom": [[-3.59, -0.11, 1.26], [-3.84, 0.03, 0.00], [-2.95, 0.79, -0.50], [-5.03, 0.56, -0.27], [-3.93, -1.23, -0.57], [-0.23, 0.96, 1.16], [0.00, 0.05, 0.75], [0.83, 0.13, -0.15], [1.65, 1.28, -0.34], [1.02, -0.55, -1.12]],
  "lowdin_charge": [0.21, -0.76, 0.23, 0.18, 0.12, 0.08, 0.12, -0.26, -0.08, 0.16]
}

---

{
  "formula": "C20H25Br2N3O6S",
  "method": "the ωB97M-V functional and the def2-TZVPD basis",
  "energy_ha": -6938.6078,
  "multiplicity": 1,
  "lumo_ha": -0.05645,
  "orbital_gap_ev": 6.57,
  "smiles": "[H]/N=C(/C)Cc1ccc([C@@H](Br)[C@H](C)Br)c2nsnc12.C[C@@H]1COC(=O)O1.C[C@@H]1COC(=O)O1",
  "species": ["H", "N", "C", "C", "C", "C", "C", "C", "C", "C", "Br", "C", "C", "Br", "C", "N", "S", "N", "C", "H", "H", "H", "H", "H", "H", "H", "H", "H", "H", "H", "H", "C", "C", "C", "O", "C", "O", "O", "H", "H", "H", "H", "H", "H", "C", "C", "C", "O", "C", "O", "O", "H", "H", "H", "H", "H", "H"],
  "positions_angstrom": [[5.43, 0.14, -0.13], [4.91, 0.22, 0.77], [3.71, -0.42, 0.64], [2.66, -0.39, 1.94], [3.20, -1.20, -0.74], [1.53, -1.01, -0.74], [0.99, 0.49, -1.14], [-0.63, 0.81, -1.13], [-1.62, -0.43, -0.69], [-3.24, -0.11, -0.63], [-4.21, -0.66, -2.33], [-3.97, -0.84, 0.68], [-5.37, 0.04, 0.92], [-2.91, -0.64, 2.38], [-1.02, -1.91, -0.34], [-1.74, -3.19, 0.04], [-0.56, -4.48, 0.33], [1.01, -3.72, 0.06], [0.58, -2.30, -0.33], [3.25, -0.09, 2.91], [1.86, 0.46, 1.71], [2.10, -1.43, 2.03], [3.68, -0.60, -1.66], [3.50, -2.33, -0.78], [1.75, 1.34, -1.41], [-1.04, 1.89, -1.38], [-3.33, 1.08, -0.51], [-4.18, -1.96, 0.41], [-5.27, 1.15, 0.51], [-5.59, 0.17, 2.08], [-6.29, -0.49, 0.40], [-10.03, 1.98, -0.71], [-8.96, 3.05, -0.61], [-8.25, 3.28, -1.91], [-6.98, 3.74, -1.49], [-6.75, 3.16, -0.28], [-5.66, 3.12, 0.27], [-7.90, 2.64, 0.24], [-10.52, 1.85, 0.26], [-10.78, 2.24, -1.45], [-9.59, 1.01, -0.97], [-9.38, 3.98, -0.21], [-8.75, 4.02, -2.54], [-8.10, 2.36, -2.49], [10.61, -2.41, 0.66], [9.92, -1.06, 0.52], [8.86, -0.84, 1.55], [7.97, 0.04, 0.90], [8.07, -0.24, -0.44], [7.28, 0.14, -1.28], [9.18, -1.00, -0.69], [11.37, -2.53, -0.11], [11.08, -2.51, 1.64], [9.89, -3.23, 0.52], [10.66, -0.25, 0.51], [9.26, -0.40, 2.47], [8.31, -1.75, 1.81]],
  "lowdin_charge": [0.01, 0.09, -0.31, -0.08, -0.12, -0.10, -0.01, 0.02, -0.16, -0.66, 0.57, -0.71, -0.18, 0.61, -0.18, -0.28, 0.86, -0.27, -0.20, 0.08, 0.09, 0.08, 0.13, 0.12, 0.10, 0.11, 0.11, 0.09, 0.06, 0.07, 0.09, -0.02, -0.35, -0.12, 0.07, -0.50, 0.11, 0.09, 0.09, 0.09, 0.09, 0.16, 0.15, 0.14, -0.02, -0.35, -0.12, 0.05, -0.50, 0.12, 0.09, 0.09, 0.09, 0.09, 0.16, 0.15, 0.15]
}

---

{
  "formula": "C9H24O3P2Pt",
  "method": "the ωB97M-V functional and the def2-TZVPD basis",
  "energy_ha": -1384.8594,
  "multiplicity": 3,
  "lumo_ha": [0.01135, -0.02767],
  "orbital_gap_ev": [6.25, 6.99],
  "species": ["Pt", "H", "H", "P", "P", "C", "H", "H", "H", "C", "H", "H", "H", "C", "H", "H", "H", "C", "H", "H", "H", "C", "H", "H", "H", "C", "H", "H", "H", "C", "O", "H", "C", "O", "C", "O", "H", "H", "H"],
  "positions_angstrom": [[-0.83, -0.93, -1.08], [-0.26, 4.03, -0.77], [2.43, 1.63, 2.47], [-0.43, 2.67, -1.44], [0.23, -2.60, -0.13], [-0.57, -3.14, 1.39], [-0.21, -4.13, 1.69], [-0.34, -2.42, 2.19], [-1.65, -3.18, 1.24], [0.31, -3.94, -1.34], [0.86, -3.59, -2.22], [0.82, -4.82, -0.92], [-0.71, -4.20, -1.64], [1.93, -2.18, 0.35], [1.90, -1.41, 1.13], [2.45, -3.08, 0.72], [2.47, -1.78, -0.52], [-1.04, 1.59, -2.90], [-1.37, 2.22, -3.74], [-0.18, 0.99, -3.21], [-1.85, 0.90, -2.59], [-2.26, 3.12, -1.04], [-2.28, 3.25, 0.05], [-2.57, 4.06, -1.52], [-2.94, 2.29, -1.30], [0.58, 3.62, -2.81], [1.28, 2.90, -3.27], [-0.05, 4.06, -3.59], [1.18, 4.40, -2.35], [-1.76, -0.09, 0.25], [-2.35, 0.36, 1.15], [0.58, -0.64, -1.82], [0.79, -0.31, 4.59], [1.76, 0.56, 4.02], [1.64, 0.91, 2.74], [0.77, 0.48, 1.99], [-0.19, -0.18, 4.13], [0.76, -0.05, 5.64], [1.12, -1.35, 4.47]],
  "mulliken_spin": [0.36, 0.38, 0.00, 0.23, 0.21, 0.00, 0.01, -0.01, 0.01, 0.01, 0.00, 0.01, 0.00, 0.01, 0.00, 0.00, 0.00, 0.35, 0.00, 0.01, -0.04, 0.05, -0.02, 0.00, 0.00, 0.06, 0.02, 0.00, -0.03, 0.15, 0.07, 0.17, 0.00, 0.00, 0.00, 0.00, 0.00, 0.00, 0.00]
}

---

{
  "formula": "C45H35IN5PSn",
  "method": "the ωB97M-V functional and the def2-TZVPD basis",
  "energy_ha": -2862.4514,
  "multiplicity": 1,
  "lumo_ha": -0.24218,
  "total_charge": 2,
  "orbital_gap_ev": 5.80,
  "species": ["Sn", "C", "C", "C", "C", "C", "C", "N", "C", "C", "C", "C", "C", "C", "N", "N", "C", "C", "C", "C", "C", "N", "H", "H", "H", "H", "H", "H", "H", "H", "H", "H", "H", "H", "H", "N", "C", "C", "C", "C", "C", "C", "P", "C", "C", "C", "C", "C", "C", "C", "C", "C", "C", "C", "C", "H", "H", "H", "H", "H", "H", "H", "H", "H", "H", "H", "H", "H", "H", "H", "H", "I", "C", "C", "C", "C", "C", "C", "C", "C", "C", "C", "H", "H", "H", "H", "H", "H"],
  "positions_angstrom": [[0.06, 0.35, 0.47], [2.39, -2.01, 5.14], [3.13, -1.59, 4.06], [2.56, -1.50, 2.80], [1.22, -1.85, 2.60], [0.47, -2.26, 3.71], [1.05, -2.34, 4.96], [0.59, -1.75, 1.33], [-0.28, -2.71, 0.96], [-0.11, -4.08, 1.32], [-0.98, -5.02, 0.88], [-2.13, -4.69, 0.10], [-2.35, -3.39, -0.23], [-1.44, -2.38, 0.18], [-1.67, -1.07, 0.01], [-2.73, -0.66, -0.55], [-2.88, 0.71, -0.60], [-4.14, 1.20, -0.97], [-4.33, 2.57, -1.01], [-3.27, 3.41, -0.70], [-2.06, 2.85, -0.36], [-1.86, 1.53, -0.31], [2.84, -2.08, 6.12], [4.18, -1.34, 4.19], [3.16, -1.18, 1.97], [-0.57, -2.51, 3.58], [0.46, -2.65, 5.81], [0.75, -4.35, 1.91], [-0.80, -6.06, 1.12], [-2.82, -5.46, -0.21], [-3.22, -3.09, -0.80], [-4.92, 0.49, -1.19], [-5.30, 2.98, -1.27], [-3.38, 4.49, -0.72], [-1.21, 3.48, -0.12], [2.56, -0.01, -0.04], [3.14, 0.18, -1.33], [4.51, 0.35, -1.51], [5.03, 0.49, -2.78], [4.20, 0.45, -3.89], [2.83, 0.33, -3.73], [2.30, 0.20, -2.44], [0.52, 0.24, -2.18], [-0.16, -1.33, -2.75], [0.64, -2.48, -2.68], [0.14, -3.69, -3.12], [-1.16, -3.77, -3.62], [-1.96, -2.63, -3.66], [-1.47, -1.41, -3.23], [-0.07, 1.57, -3.25], [-0.41, 1.32, -4.58], [-0.64, 2.38, -5.44], [-0.55, 3.69, -4.97], [-0.24, 3.93, -3.64], [0.01, 2.88, -2.78], [3.20, 0.32, 0.68], [2.37, -0.99, 0.14], [5.17, 0.36, -0.65], [6.10, 0.61, -2.91], [4.61, 0.53, -4.89], [2.18, 0.34, -4.59], [1.66, -2.41, -2.32], [0.75, -4.58, -3.08], [-1.55, -4.71, -3.97], [-2.97, -2.70, -4.04], [-2.09, -0.53, -3.27], [-0.48, 0.30, -4.95], [-0.88, 2.18, -6.47], [-0.73, 4.51, -5.65], [-0.17, 4.95, -3.28], [0.28, 3.07, -1.75], [1.61, 2.99, 0.87], [0.77, 3.06, 2.81], [1.17, 4.10, 3.59], [0.66, 4.22, 4.90], [-0.23, 3.30, 5.37], [-0.66, 2.22, 4.56], [-1.62, 1.30, 5.05], [-2.05, 0.25, 4.29], [-1.52, 0.07, 3.00], [-0.61, 0.95, 2.50], [-0.14, 2.06, 3.23], [1.86, 4.84, 3.22], [0.99, 5.04, 5.52], [-0.64, 3.39, 6.37], [-2.00, 1.45, 6.05], [-2.78, -0.44, 4.67], [-1.86, -0.78, 2.42]],
  "lowdin_charge": [1.12, -0.06, -0.06, -0.03, -0.30, -0.04, -0.05, -0.04, -0.24, 0.00, -0.02, -0.05, -0.01, -0.22, -0.07, 0.12, -0.32, 0.03, -0.01, -0.02, -0.13, 0.00, 0.11, 0.11, 0.08, 0.12, 0.12, 0.13, 0.12, 0.12, 0.12, 0.13, 0.13, 0.12, 0.07, -0.05, -0.31, 0.00, -0.03, -0.04, -0.04, -0.30, 1.08, -0.37, -0.07, -0.05, -0.05, -0.05, -0.11, -0.35, -0.08, -0.04, -0.04, -0.05, -0.11, 0.06, 0.06, 0.13, 0.12, 0.12, 0.12, 0.11, 0.12, 0.12, 0.12, 0.11, 0.11, 0.12, 0.12, 0.12, 0.02, 1.17, -0.56, -0.14, -0.04, 0.00, -0.14, 0.00, -0.04, -0.13, -0.22, -0.23, 0.10, 0.12, 0.13, 0.13, 0.12, 0.09]
}

---

{
  "formula": "C3H35N2O12",
  "method": "the ωB97M-V functional and the def2-TZVPD basis",
  "energy_ha": -1147.3580,
  "multiplicity": 1,
  "lumo_ha": -0.08850,
  "total_charge": 1,
  "orbital_gap_ev": 9.90,
  "species": ["C", "N", "C", "N", "C", "H", "H", "H", "H", "H", "H", "H", "H", "H", "H", "H", "H", "H", "O", "H", "H", "O", "H", "H", "O", "H", "H", "O", "H", "H", "O", "H", "H", "O", "H", "H", "O", "H", "H", "O", "H", "H", "O", "H", "H", "O", "H", "H", "O", "H", "H", "O"],
  "positions_angstrom": [[-0.05, 0.58, 0.39], [-0.14, 0.77, -1.06], [0.46, -0.87, 0.97], [-0.06, -2.15, 0.35], [-1.57, -2.34, 0.31], [0.79, 1.35, 0.65], [-1.04, 0.77, 0.87], [0.71, 0.89, -1.70], [-0.73, 0.02, -1.42], [1.64, -0.99, 1.06], [0.55, -1.00, 2.12], [0.36, -2.89, 0.91], [0.32, -2.21, -0.66], [-1.80, -3.48, 0.05], [-2.13, -2.13, 1.19], [-2.09, -1.74, -0.44], [-3.55, 2.02, 2.69], [-2.65, 0.94, 2.37], [-2.95, 1.76, 2.12], [3.70, -2.22, -0.11], [3.86, -1.05, 0.89], [3.92, -2.08, 0.88], [2.74, -1.08, -1.50], [2.89, -2.54, -2.16], [2.46, -1.97, -1.44], [-0.28, 3.35, 1.38], [-1.35, 4.27, 1.98], [-0.87, 3.50, 2.20], [2.91, 1.38, -1.05], [3.61, 0.48, -1.99], [3.37, 0.58, -1.06], [-0.87, 1.06, 4.06], [-2.15, 0.33, 4.28], [-1.34, 0.39, 3.77], [-4.33, 1.17, 0.10], [-3.02, 1.56, -0.07], [-3.62, 0.95, -0.46], [2.39, 3.97, -0.14], [1.38, 3.03, -0.58], [2.08, 3.06, -0.03], [-3.22, -0.23, -3.39], [-2.94, 0.37, -2.04], [-2.59, -0.32, -2.58], [1.96, -4.00, 1.24], [2.73, -2.93, 1.88], [1.84, -3.30, 1.83], [-1.42, -2.10, -2.29], [-0.47, -1.62, -3.29], [-0.50, -2.11, -2.48], [0.60, 3.29, -3.46], [-0.21, 2.63, -2.53], [0.67, 2.87, -2.61]],
  "lowdin_charge": [-0.19, 0.00, -0.11, -0.01, 0.00, 0.12, 0.08, 0.09, 0.02, 0.11, 0.14, 0.09, 0.13, 0.15, 0.08, 0.06, -0.02, -0.03, 0.03, 0.05, 0.10, -0.13, -0.03, 0.13, -0.06, 0.06, 0.01, -0.06, -0.02, 0.08, -0.01, -0.03, 0.07, 0.03, 0.03, 0.01, -0.02, 0.08, -0.07, 0.00, 0.12, -0.03, -0.09, 0.03, 0.03, -0.04, -0.01, 0.05, -0.04, 0.06, -0.01, -0.02]
}

---

{
  "formula": "C5H6O",
  "method": "the ωB97M-V functional and the def2-TZVPD basis",
  "energy_ha": -269.2081,
  "multiplicity": 1,
  "lumo_ha": -0.02333,
  "orbital_gap_ev": 8.03,
  "species": ["C", "C", "C", "O", "C", "C", "H", "H", "H", "H", "H", "H"],
  "positions_angstrom": [[-0.35, 0.61, -0.85], [0.77, -0.37, -1.02], [0.92, -1.16, 0.06], [-0.23, 1.09, 1.55], [-0.85, 0.26, 0.56], [-0.13, -0.98, 1.04], [-1.13, 0.45, -1.61], [0.00, 1.64, -0.95], [1.40, -0.40, -1.92], [1.72, -1.89, 0.19], [-1.94, 0.28, 0.65], [-0.19, 0.46, 2.31]],
  "lowdin_charge": [-0.12, -0.03, -0.12, -0.04, -0.43, 0.08, 0.12, 0.12, 0.11, 0.09, 0.13, 0.08]
}